Entry one
One molecule with the formula C5H9F, computed with ωB97M-V/def2-TZVPD.

Summary:
- SMILES: C=CC[C@@H](C)F
- Gap between HOMO and LUMO: 0.4061 Ha

The geometry in XYZ format:
```
15
Properties=species:S:1:pos:R:3:lowdin_charge:R:1
C -2.660 0.245 0.169 -0.024
C -1.457 0.688 -0.132 -0.187
C -0.256 -0.263 -0.363 -0.162
C 1.024 0.321 0.205 -0.461
C 2.177 -0.557 0.006 -0.044
F 1.322 1.523 -0.418 -0.028
H -3.563 0.789 0.343 0.037
H -2.831 -0.900 0.210 0.088
H -1.164 1.718 0.057 0.100
H -0.425 -1.237 0.224 0.136
H -0.292 -0.500 -1.484 0.148
H 0.954 0.517 1.232 0.126
H 1.622 -1.499 -0.283 0.093
H 2.888 -0.203 -0.746 0.094
H 2.662 -0.641 0.981 0.082
```



Entry two
A 2-piece molecular cluster, C5H9F overall, computed with ωB97M-V/def2-TZVPD.

Summary:
- Gap between HOMO and LUMO (spin up / spin down): 0.3201 / 0.3110 Ha

The geometry in XYZ format:
```
15
Properties=species:S:1:pos:R:3:lowdin_charge:R:1
C 1.025 -1.603 0.950 -0.031
C 0.911 -0.491 0.292 -0.169
C 1.710 0.376 -0.527 -0.131
C -1.835 1.066 0.197 -0.094
C -1.373 -0.159 -0.667 -0.146
F -2.057 -1.293 -0.328 -0.020
H 0.266 -2.113 1.469 0.029
H 2.032 -2.084 1.168 0.081
H 2.072 1.104 0.164 0.074
H 2.624 0.008 -0.960 0.079
H 1.244 0.897 -1.307 0.048
H -2.872 1.385 0.054 0.060
H -1.518 0.919 1.258 0.075
H -1.221 1.956 -0.141 0.078
H -1.008 0.032 -1.622 0.067
```



Tell me which of them is the most stable. Sure, it is entry one.



Entry one
C5H9F as an isolated structure, computed with ωB97M-V/def2-TZVPD.

Summary:
- Gap between HOMO and LUMO: 0.3917 Ha

The geometry in XYZ format:
```
15
Properties=species:S:1:pos:R:3:lowdin_charge:R:1
C -0.574 0.304 1.766 -0.104
C -0.412 -0.445 0.431 -0.350
C -0.645 0.313 -0.717 -0.235
C 0.513 -0.076 -1.629 -0.285
C 1.081 -0.566 -0.245 -0.047
H -0.268 1.464 1.996 0.110
H -1.668 0.360 2.016 0.074
H 0.236 0.076 2.621 0.103
H -0.792 -1.510 0.426 0.159
H -1.554 0.247 -1.245 0.111
H -0.259 1.365 -0.622 0.141
H 0.893 0.963 -1.964 0.155
H 1.628 0.016 0.351 0.051
H 1.579 -1.552 -0.504 0.132
F 0.242 -0.958 -2.680 -0.014
```



Entry two
One molecule with the formula C5H9F, computed with ωB97M-V/def2-TZVPD.

Summary:
- SMILES: C/C=C(/C)CF
- Gap between HOMO and LUMO: 0.3777 Ha

The geometry in XYZ format:
```
15
Properties=species:S:1:pos:R:3:lowdin_charge:R:1
C -1.875 0.190 0.835 -0.096
C -1.164 0.014 -0.494 -0.115
C 0.157 0.055 -0.667 -0.295
C 0.839 0.112 -2.026 -0.065
C 1.123 0.172 0.502 -0.159
F 0.810 -0.601 1.639 -0.082
H -2.564 -0.661 1.079 0.084
H -2.516 1.094 0.833 0.077
H -1.197 0.239 1.690 0.056
H -1.845 -0.006 -1.331 0.098
H 1.519 -0.742 -2.102 0.077
H 0.109 0.092 -2.873 0.090
H 1.428 1.027 -2.064 0.075
H 2.185 -0.113 0.274 0.129
H 1.114 1.225 0.848 0.129
```



Tell me which of them is the most stable. Sure, it is entry two.